Entry 1:
The following is a quantum chemistry calculation of a molecular structure, C45H37N11S3Sn at a distorted geometry, from the OMol25 dataset.

```
97
C45H37N11S3Sn ωB97M-V/def2-TZVPD
Sn 1.3383 -0.5272 2.0026
S 5.3455 -4.7977 6.6645
N 5.8661 -3.7895 5.4218
C 4.7574 -3.4237 4.8127
C 4.7056 -2.6097 3.6600
C 5.8284 -2.1749 2.9576
C 5.6261 -1.4907 1.7722
C 4.3606 -1.0677 1.4268
N 3.2667 -1.5013 2.0854
C 3.4173 -2.3322 3.1948
C 2.2124 -2.7773 3.7926
N 0.9938 -2.3425 3.2071
C -0.1177 -2.7252 3.8443
C -0.1543 -3.5514 4.9744
C 1.0488 -3.9262 5.5361
C 2.2427 -3.5514 4.9309
C 3.5661 -3.9500 5.3872
N 3.7252 -4.7583 6.4345
H 6.7592 -2.5450 3.2880
H 6.4965 -1.3554 1.1096
H 4.2016 -0.4512 0.5005
H -1.0455 -2.3324 3.4534
H -1.1168 -3.9206 5.3815
H 0.9894 -4.5997 6.3352
S -1.0979 -0.0234 1.5382
C -1.4576 -0.3542 -0.1239
N -2.6527 0.0683 -0.6704
C -3.0102 -0.3305 -2.0900
C -1.7080 -0.2206 -2.8977
N -0.6777 -1.0984 -2.2736
C 0.2930 -1.6963 -3.2087
C -0.2561 -2.8932 -4.0161
C -0.9651 -3.9128 -3.4106
C -1.3868 -4.9906 -4.1812
C -1.3855 -4.9266 -5.5928
C -0.7555 -3.8585 -6.2378
C -0.1873 -2.8665 -5.4237
C -0.4668 -1.0386 -0.9392
S 0.8406 -1.9672 -0.2433
C -3.5323 0.9127 0.0571
C -4.8856 0.2642 0.4909
C -5.1019 -1.1326 0.5552
C -6.3400 -1.6329 0.8999
C -7.3951 -0.7839 1.2075
C -7.1686 0.5873 1.2302
C -5.9065 1.1232 0.9017
H -3.7649 0.3717 -2.4878
H -3.3621 -1.3665 -2.1278
H -1.2141 0.7437 -2.9017
H -1.7813 -0.4904 -3.9530
H 1.2616 -1.9750 -2.7066
H 0.4962 -0.9177 -3.9473
H -1.1284 -3.8801 -2.3212
H -1.7415 -5.9121 -3.6710
H -1.9545 -5.6674 -6.1973
H -0.6465 -3.7948 -7.3261
H 0.3008 -2.0371 -5.9085
H -3.8482 1.7942 -0.5544
H -3.0819 1.2695 1.0024
H -4.2848 -1.7605 0.3150
H -6.4541 -2.7226 1.0908
H -8.3531 -1.1920 1.5881
H -7.9945 1.2536 1.4624
H -5.8137 2.1908 0.8940
N 1.5728 4.2358 -3.6282
C 1.1394 5.3245 -4.3770
C 1.3161 5.7059 -5.6801
C 0.5832 6.8390 -6.0920
C 0.0613 7.7078 -5.1448
C -0.0841 7.3755 -3.8111
C 0.4177 6.1545 -3.4342
N 0.3514 5.5086 -2.1623
C 1.0653 4.4027 -2.3470
C 1.1234 3.3825 -1.3832
C 1.9352 2.2678 -1.6831
C 2.0026 1.2427 -0.7652
N 1.4908 1.3779 0.4922
C 0.8404 2.5152 0.7791
C 0.7433 3.6168 -0.0621
H 2.2903 3.6037 -3.9535
H 1.9815 5.1437 -6.3412
H 0.5805 7.1215 -7.1695
H -0.3854 8.6077 -5.5376
H -0.6227 8.0396 -3.1452
H 2.2758 2.0398 -2.7377
H 2.3502 0.2640 -1.0312
H 0.5103 2.5536 1.8274
H 0.2042 4.5526 0.2240
N 0.1533 0.6272 4.9496
C 0.4949 1.4272 6.0286
C 1.7719 1.9567 5.7493
C 2.1597 1.4535 4.5135
N 1.1464 0.6738 4.0074
H -0.6226 -0.0199 4.8058
H -0.1105 1.3572 6.8898
H 2.4337 2.5795 6.2973
H 3.0849 1.7263 3.9267
```

HOMO level = -15.96 eV
total charge = +4
E_tot = -101956.2659 eV
LUMO energy = -12.47 eV
ΔE to the lowest compared entry with this formula, charge and spin = 0.0 kcal/mol

Mulliken atomic charge list, values in e, 5 entries:
1. Sn 1.37
2. S 0.31
3. N -0.64
4. C 0.70
5. C 0.16


Entry 2:
The following is a quantum chemistry calculation of C3H2N2O2 in the gas phase at a distorted geometry, from the OMol25 dataset.

```
9
C3H2N2O2 ωB97M-V/def2-TZVPD
H 1.9214 -2.2468 0.2006
N 1.2256 -1.7584 0.7667
C 0.5351 -0.7768 0.3718
C -0.4241 -0.1155 1.2326
N -1.2278 0.6925 1.4247
O 0.3733 -0.0101 -0.8473
C -0.5803 1.1151 -0.9442
O -1.6569 0.9892 -1.4200
H -0.1966 2.1034 -0.6246
```

HOMO level = -11.50 eV
structure (SMILES) = [H]/N=C(/C#N)OC=O
E_tot = -10216.0100 eV
LUMO energy = 0.00 eV
ΔE to the lowest compared entry with this formula, charge and spin = 50.3 kcal/mol

Mulliken atomic charge list, values in e, 5 entries:
1. H 0.27
2. N -0.54
3. C 0.38
4. C 0.46
5. N -0.41


Entry 3:
The following is a quantum chemistry calculation of C5H8N2 in the gas phase at a distorted geometry, from the OMol25 dataset.

```
15
C5H8N2 ωB97M-V/def2-TZVPD
C 2.3626 -0.5431 -0.0025
C 0.9246 -0.1288 0.0538
C -0.1865 -0.7501 -0.4489
C -1.3309 0.0709 -0.1721
N -2.6460 -0.1718 -0.5866
C -0.8791 1.1410 0.5228
N 0.4889 1.0099 0.7157
H 2.8858 -0.3393 0.9368
H 2.4382 -1.6163 -0.1969
H 2.9054 -0.0291 -0.8031
H -0.2009 -1.6961 -0.9731
H -3.3302 0.2947 -0.0041
H -2.8530 -1.1584 -0.6234
H -1.3945 1.9652 0.9969
H 0.8156 1.9512 0.5847
```

HOMO level = -7.46 eV
structure (SMILES) = Cc1cc(N)c[nH]1
E_tot = -8294.4668 eV
LUMO energy = 1.11 eV
ΔE to the lowest compared entry with this formula, charge and spin = 12.2 kcal/mol

Mulliken atomic charge list, values in e, 5 entries:
1. C -1.13
2. C 0.14
3. C -0.54
4. C 0.73
5. N -0.57


Entry 4:
The following is a quantum chemistry calculation of C6H11N in the gas phase at a distorted geometry, from the OMol25 dataset.

```
18
C6H11N ωB97M-V/def2-TZVPD
C 1.6972 1.4744 1.2662
C 0.7663 1.4032 0.0843
C 1.0629 0.5902 -0.9073
N 1.1844 -0.4368 -1.5687
C 0.2446 -1.4836 -0.7440
C -0.8509 -0.9692 0.1659
C -1.9974 -0.2312 -0.5408
H 2.4088 2.2927 1.1286
H 1.1665 1.6445 2.2093
H 2.2729 0.5469 1.3655
H -0.0288 2.1304 -0.0360
H 0.9167 -2.1148 -0.1448
H -0.2355 -2.0462 -1.5452
H -0.5827 -0.5782 1.1589
H -1.1144 -2.0364 0.3241
H -2.6268 0.3614 0.1341
H -2.6358 -0.9837 -1.0119
H -1.6481 0.4365 -1.3381
```

HOMO level = -8.52 eV
structure (SMILES) = CC=C=NCCC
E_tot = -7888.0109 eV
LUMO energy = 1.01 eV
ΔE to the lowest compared entry with this formula, charge and spin = 58.1 kcal/mol

Mulliken atomic charge list, values in e, 5 entries:
1. C -1.06
2. C -0.33
3. C 0.46
4. N -0.65
5. C -0.60


Entry 5:
The following is a quantum chemistry calculation of H3NO2 in the gas phase at a distorted geometry, from the OMol25 dataset.

```
6
H3NO2 ωB97M-V/def2-TZVPD
N -0.3078 -0.8509 -0.4059
O 0.8929 -0.3060 -0.0564
O 0.6838 0.8220 0.7089
H -0.9164 -0.2054 -0.8714
H -0.7248 -1.0331 0.4385
H 0.3724 1.5734 0.1863
```

HOMO level = -10.70 eV
structure (SMILES) = NOO
E_tot = -5629.2529 eV
LUMO energy = 0.88 eV
ΔE to the lowest compared entry with this formula, charge and spin = 36.4 kcal/mol

Mulliken atomic charge list, values in e, 5 entries:
1. N -0.36
2. O -0.09
3. O -0.37
4. H 0.23
5. H 0.26


Entry 6:
The following is a quantum chemistry calculation of a molecular structure, C21H28BeBr4Cl4IO12RbS at a distorted geometry, from the OMol25 dataset.

```
73
C21H28BeBr4Cl4IO12RbS ωB97M-V/def2-TZVPD
O -3.0140 2.8602 -2.6206
C -3.3405 1.6821 -2.0474
C -4.9156 1.2339 -1.7074
I -6.4368 1.7650 -3.2006
C -5.2195 0.4720 -0.4300
C -3.9658 0.0951 0.6110
O -4.0741 0.1290 1.9459
C -2.5317 -0.2830 -0.1622
C -1.4643 -1.4149 0.3763
Br -1.7969 -2.4241 2.0958
C -0.1083 -1.6793 -0.5653
C 0.2095 -0.8283 -1.9569
C -0.8547 0.3200 -2.4803
C -2.1962 0.5613 -1.5661
H -6.3381 0.1223 -0.2033
H 0.6797 -2.5039 -0.2166
H 1.2063 -1.0204 -2.5852
H -0.7066 0.9570 -3.4586
Rb 0.8707 1.5748 -3.2369
O -1.1198 7.2575 -5.5152
Cl -1.7041 6.2506 -4.6507
O -0.7557 5.8950 -3.6132
O -2.0300 5.0731 -5.4316
O -2.9109 6.7766 -4.0429
O 3.9102 -0.5136 -5.8071
H 4.0456 -0.9135 -6.6792
H 4.8082 -0.3825 -5.4677
Be -0.1011 1.1229 0.6210
C 4.5816 2.9070 1.0189
Br 4.2090 1.3292 2.0942
Br 3.6705 2.8440 -0.6987
Br 4.1923 4.5498 1.9850
H 5.6566 2.9055 0.8109
O 4.2714 6.8846 3.7060
C 3.1716 7.0601 4.2291
O 2.2853 7.9222 3.6886
C 0.9185 8.0658 4.1148
C 0.8176 9.0082 5.2979
C 2.8314 6.3847 5.5267
H 0.4633 7.0903 4.3113
H 0.3730 8.4955 3.2668
H 1.3641 8.6291 6.1645
H -0.2276 9.1563 5.5850
H 1.2555 9.9811 5.0496
H 3.2638 6.9567 6.3518
H 3.2616 5.3786 5.5182
H 1.7631 6.2560 5.6898
C 1.4642 -7.4982 0.1407
C 2.6188 -6.9493 0.9774
C 3.4216 -6.0029 0.0864
S 2.2721 -5.3555 -1.1183
O 2.6601 -5.8337 -2.4286
O 2.0337 -3.9525 -0.8440
C 0.8611 -6.2952 -0.5693
H 0.7232 -8.0129 0.7592
H 1.8487 -8.2147 -0.5950
H 2.2170 -6.3964 1.8352
H 3.2505 -7.7517 1.3711
H 3.8502 -5.1771 0.6599
H 4.2125 -6.5335 -0.4509
H 0.2385 -6.5679 -1.4231
H 0.2935 -5.6707 0.1271
Cl -3.2468 -6.7600 0.1577
C -3.5246 -5.1043 -0.4373
C -2.9921 -4.9032 -1.8471
Cl -1.2117 -4.9505 -1.9070
H -3.0655 -4.4072 0.2704
H -4.6062 -4.9405 -0.4226
H -3.2944 -3.9213 -2.2221
H -3.3744 -5.6636 -2.5352
Cl -5.9014 -0.1620 3.4498
O -4.6538 -8.6559 -2.7865
H -4.3630 -8.3087 -1.9631
```

HOMO level = -7.86 eV
E_tot = -397017.5535 eV
LUMO energy = -6.58 eV

Mulliken atomic charge list, values in e, 5 entries:
1. O -0.40
2. C 0.41
3. C -0.28
4. I 0.19
5. C -0.39